i | The following is a quantum chemistry calculation of a 2-piece molecular cluster, C5H15NO overall, from the OMol25 dataset.

XYZ file:
```
22
C5H15NO | the OMol25 dataset | ωB97M-V/def2-TZVPD
C 0.68841 0.48671 -1.39567
C 0.63717 -0.78016 -0.46663
C 1.77927 -0.81406 0.55702
C 1.77216 0.28266 1.50336
C 0.49482 0.74971 2.11552
N 0.40648 -2.07690 -1.10889
H -0.40004 0.96876 -1.40010
H 1.03828 0.21816 -2.39784
H 1.45166 1.22774 -1.09721
H -0.38538 -0.51530 -0.02993
H 2.78666 -0.88591 -0.00693
H 1.68663 -1.77277 1.14346
H 2.17989 1.21043 0.98358
H 2.57033 0.08223 2.26425
H -0.28844 0.91628 1.42072
H 0.73019 1.80696 2.52846
H 0.08548 -0.07896 2.90665
H -0.53520 -2.24036 -1.11227
H 0.60429 -2.01625 -2.11821
H -4.24611 1.61178 -1.74196
H -4.61265 2.40910 -0.49148
O -4.71774 1.50592 -0.87132
```

As for the spin multiplicity: 2. For the HOMO-LUMO gap (spin up / spin down), the calculation gives 0.09868 / 0.37030 hartree. As for the HOMO energy (spin up / spin down): 0.0366 / -0.2372 Eh. Its charge is -1. Its molar mass is 105.18 g/mol. Its expectation value of S² is 0.7504.

---

ii | The following is a quantum chemistry calculation of a 2-piece molecular cluster, C5H15NO overall, from the OMol25 dataset.

XYZ file:
```
22
C5H15NO | the OMol25 dataset | ωB97M-V/def2-TZVPD
C 0.96293 2.26644 0.26188
N 0.48546 1.02897 -0.38407
C -1.41466 -1.98264 1.15445
C -0.32953 -1.07376 0.52246
C -0.71618 0.35046 0.22635
C -1.88601 0.47841 -0.73762
H 2.01922 2.19203 0.51517
H 0.85503 3.11610 -0.41926
H 0.34330 2.44834 1.13907
H 0.27620 1.18242 -1.35833
H -1.57510 -1.67908 2.18976
H -2.28159 -1.90047 0.50602
H -1.09796 -3.02475 1.13710
H 0.05456 -1.62309 -0.34940
H 0.63660 -1.07046 1.04578
H -0.86634 0.92906 1.14094
H -2.23216 1.45793 -1.04897
H -2.73328 -0.03314 -0.26015
H -1.66538 -0.09248 -1.64501
H 2.28232 -0.18327 -0.50438
H 3.13675 -0.86677 -1.53404
O 2.49685 -1.07136 -0.84763
```

As for the spin multiplicity: 2. For the HOMO-LUMO gap (spin up / spin down), the calculation gives 0.09034 / 0.32493 hartree. As for the HOMO energy (spin up / spin down): 0.0479 / -0.1882 Eh. Its charge is -1. Its molar mass is 105.18 g/mol. Its expectation value of S² is 0.7503.

---

Energies relative to the most stable structure, in eV: i 0.567; ii 0.000.

---

i | The following is a quantum chemistry calculation of a single C6H10 molecule, from the OMol25 dataset.

XYZ file:
```
16
C6H10 | the OMol25 dataset | ωB97M-V/def2-TZVPD
C -1.48920 -2.29834 1.10721
C -0.48789 -1.23929 1.02068
C 0.16285 -0.25823 0.76127
C 0.54645 0.99936 0.10220
C -0.51266 1.17732 -1.01509
C 1.97512 0.97728 -0.45073
H -1.07307 -3.28845 0.90714
H -1.99533 -2.31037 2.07766
H -2.24094 -2.08511 0.33676
H 0.45913 1.82314 0.82350
H -0.14452 0.75115 -1.95449
H -0.78388 2.22297 -1.17642
H -1.41800 0.62849 -0.74786
H 2.09777 0.12514 -1.12837
H 2.18666 1.89440 -1.01168
H 2.71751 0.88051 0.34823
```

For the HOMO-LUMO gap, the calculation gives 0.37909 hartree. As for the HOMO energy: -0.3399 Eh. Its molar mass is 82.15 g/mol. The SMILES is CC#CC(C)C.

---

ii | The following is a quantum chemistry calculation of a single C6H10 molecule, from the OMol25 dataset.

XYZ file:
```
16
C6H10 | the OMol25 dataset | ωB97M-V/def2-TZVPD
C 1.82300 0.56770 -0.36859
C 0.74802 -0.43239 0.03360
C -0.13844 -0.18871 1.29330
C -1.37514 -0.51959 0.45414
C -1.51952 0.50616 -0.62275
C -0.52268 -0.60076 -0.80149
H 2.73722 0.41120 0.21566
H 2.08575 0.45091 -1.42623
H 1.50635 1.60537 -0.21617
H 1.20577 -1.42346 0.13177
H 0.06397 -0.87698 2.11743
H -0.12889 0.83726 1.68322
H -2.18522 -1.17555 0.75630
H -1.21412 1.53612 -0.43948
H -2.40592 0.41098 -1.24601
H -0.61673 -1.29217 -1.63450
```

For the HOMO-LUMO gap, the calculation gives 0.39666 hartree. As for the HOMO energy: -0.3512 Eh. Its molar mass is 82.15 g/mol. The SMILES is C[C@H]1C[C@H]2C[C@H]21.

---

iii | The following is a quantum chemistry calculation of a 2-piece molecular cluster, C6H10 overall, from the OMol25 dataset.

XYZ file:
```
16
C6H10 | the OMol25 dataset | ωB97M-V/def2-TZVPD
C 1.33037 -0.46811 -1.19918
C 0.22376 -0.89331 1.01690
C 1.14905 -0.02592 0.23044
C 0.29360 0.56521 -0.86913
C -1.13657 0.08553 -0.65404
C -1.00654 -0.88465 0.50025
H 0.99586 -1.47542 -1.43525
H 2.21622 -0.14034 -1.73802
H 0.56019 -1.51458 1.84128
H 1.93224 0.54488 0.71880
H -0.56062 1.74421 1.84742
H 0.46399 1.57901 -1.21872
H -1.54853 -0.39859 -1.54731
H -1.80944 0.91959 -0.40646
H -1.83480 -1.49011 0.85376
H -1.26877 1.85259 2.05926
```

For the HOMO-LUMO gap, the calculation gives 0.37341 hartree. As for the HOMO energy: -0.3253 Eh. Its molar mass is 82.15 g/mol. The SMILES is C1=C[C@H]2C[C@H]2C1.[H][H].

---

iv | The following is a quantum chemistry calculation of a single C6H10 molecule, from the OMol25 dataset.

XYZ file:
```
16
C6H10 | the OMol25 dataset | ωB97M-V/def2-TZVPD
C -1.74903 0.91779 -0.84422
C -0.75578 0.01797 -0.10175
C -0.69362 -1.31064 -0.06638
C 0.63460 -1.50487 0.61781
C 0.63194 0.02443 0.77316
C 1.52385 0.90058 0.02998
H -1.31339 1.42764 -1.72131
H -2.60855 0.33717 -1.23144
H -2.14228 1.70486 -0.19487
H -1.40844 -2.05868 -0.36081
H 0.60948 -2.04238 1.57227
H 1.41891 -1.95680 -0.01153
H 0.68129 0.32658 1.84064
H 2.52897 0.57012 0.53916
H 1.52739 0.72615 -1.05674
H 1.11465 1.92007 0.21603
```

For the HOMO-LUMO gap, the calculation gives 0.36458 hartree. As for the HOMO energy: -0.3219 Eh. Its molar mass is 82.15 g/mol. The SMILES is CC1=CC[C@H]1C.

---

Energies relative to the most stable structure, in eV: i 0.233; ii 0.000; iii 0.570; iv 0.827.

---

i | The following is a quantum chemistry calculation of a 2-piece molecular cluster, C3H11NO2S overall, from the OMol25 dataset.

XYZ file:
```
18
C3H11NO2S | the OMol25 dataset | ωB97M-V/def2-TZVPD
C 0.07298 0.18316 -1.02642
C -0.72833 -0.64842 -2.00234
S 0.28188 -1.34738 -3.36084
N -0.78868 0.96087 -0.15810
C -0.40126 1.10986 1.20767
O -0.84696 0.01619 2.00556
H 0.65936 -0.49327 -0.39269
H 0.79969 0.80142 -1.56130
H -1.59486 -0.12174 -2.39252
H -1.13068 -1.54526 -1.54431
H 1.25382 -0.44919 -3.34502
H -1.21896 1.74390 -0.61824
H 0.67893 1.21341 1.30812
H -0.91746 1.97485 1.60102
H -0.75450 -0.80550 1.49764
H 0.83291 -0.56888 3.08193
H 2.00566 -1.38108 2.56024
O 1.79645 -0.64294 3.13958
```

For the HOMO-LUMO gap, the calculation gives 0.36490 hartree. As for the HOMO energy: -0.3422 Eh. Its molar mass is 125.19 g/mol. The SMILES is OCNCCS.O.

---

ii | The following is a quantum chemistry calculation of a 2-piece molecular cluster, C3H11NO2S overall, from the OMol25 dataset.

XYZ file:
```
18
C3H11NO2S | the OMol25 dataset | ωB97M-V/def2-TZVPD
C -0.20693 -0.39112 0.24907
C -0.62177 -0.43791 -1.26073
S -1.74248 0.95815 -1.75535
N 0.99103 -1.21684 0.20620
C 1.56171 -1.59362 1.47643
O 0.60390 -2.00898 2.50986
H -1.05664 -0.58054 0.88669
H 0.16675 0.66859 0.31830
H -0.01171 -0.63100 -2.14784
H -1.34236 -1.24357 -1.32823
H -1.93570 0.36945 -2.96005
H 0.73688 -1.93069 -0.43416
H 2.04662 -0.67776 1.91961
H 2.21977 -2.41043 1.18965
H 0.17484 -2.78816 2.12803
H 0.57179 3.92437 0.08469
H 1.88108 3.22593 -0.01374
O 1.03273 3.23362 0.51648
```

For the HOMO-LUMO gap, the calculation gives 0.35112 hartree. As for the HOMO energy: -0.3254 Eh. Its molar mass is 125.19 g/mol. The SMILES is OCNCCS.O.

---

Energies relative to the most stable structure, in eV: i 0.000; ii 1.043.